1.
C5H11O3SSi | ωB97M-V with the def2-TZVPD basis set

For the energy above the lowest of the compared OMol25 structures with the same formula, charge and spin, the calculation gives 68.79 kcal/mol. The LUMO energy (alpha / beta) is 0.1330 / 0.0909 Ha. As for the energy: -30216.930 eV. As for the net charge: -1.

Each line ends with the natural charge from an NBO analysis.
CARTESIAN COORDINATES (ANGSTROEM)
C  0.2090  3.2608  0.0453  -0.39
C  0.0075  1.9771  0.3693  -0.24
C  -2.1479  -1.5367  -1.1816  -1.06
C  -0.8978  -1.4121  1.5090  -1.08
C  -0.1944  0.8676  -0.5666  -0.64
O  3.0492  -0.4655  1.2174  -0.96
O  3.1750  -1.4230  -1.0616  -0.97
O  3.3460  1.0679  -0.8395  -0.97
Si  -0.4881  -0.9602  -0.3150  1.29
S  2.9019  -0.2651  -0.2218  2.08
H  0.3105  4.1075  0.8154  0.19
H  0.4942  3.4806  -0.9904  0.19
H  -0.0679  1.7303  1.4037  0.19
H  -2.0977  -2.5533  -1.1738  0.21
H  -2.8141  -1.2319  -0.3359  0.22
H  -2.1267  -1.0691  -2.0758  0.22
H  -0.1739  -1.3022  2.2594  0.24
H  -1.7541  -1.0129  1.8720  0.21
H  -1.0638  -2.4618  1.6528  0.22
H  -0.1032  1.2530  -1.6251  0.20
H  0.4362  -2.0511  -0.7572  -0.17

---

2.
C5H11O4Tm | ωB97M-V with the def2-TZVPD basis set

For the energy above the lowest of the compared OMol25 structures with the same formula, charge and spin, the calculation gives 91.82 kcal/mol. The expectation value of S² is 3.757. The LUMO energy (alpha / beta) is -0.1886 / -0.2361 Ha. The multiplicity is 4. As for the energy: -43071.293 eV. As for the net charge: +1.

Each line ends with the natural charge from an NBO analysis.
CARTESIAN COORDINATES (ANGSTROEM)
C  -6.5556  -1.9953  3.0238  -0.35
O  -6.0720  -3.0168  2.2244  -0.19
H  -7.4885  -2.3648  3.4882  0.23
H  -5.8104  -1.6364  3.7546  0.24
H  -6.7217  -1.0746  2.4341  0.24
O  -2.9429  1.8692  0.1096  -0.98
C  -2.9246  1.3253  -1.1168  -0.05
C  -3.8706  -0.1881  -1.0936  -0.10
O  -3.5003  -0.8721  0.0195  -0.89
C  -4.4515  -2.4388  1.1244  0.04
C  -3.3573  -2.4805  2.1938  -0.14
O  -3.1117  -1.2310  2.7496  -0.99
Tm  -3.0049  0.5607  1.7581  2.38
H  -1.9238  0.9689  -1.4304  0.15
H  -3.3915  1.9391  -1.9082  0.17
H  -3.6685  -0.7302  -2.0310  0.18
H  -4.9176  0.1560  -1.0267  0.14
H  -4.4102  -3.3438  0.4980  0.23
H  -5.2615  -1.8240  0.6993  0.24
H  -2.4578  -2.9493  1.7419  0.22
H  -3.6098  -3.2295  2.9700  0.23

---

3.
C5H11O4Zn | ωB97M-V with the def2-TZVPD basis set

For the energy above the lowest of the compared OMol25 structures with the same formula, charge and spin, the calculation gives 23.75 kcal/mol. The expectation value of S² is 0.767. The LUMO energy (alpha / beta) is -0.0069 / -0.0512 Ha. The multiplicity is 2. As for the energy: -61966.879 eV.

Each line ends with the natural charge from an NBO analysis.
CARTESIAN COORDINATES (ANGSTROEM)
C  -1.2395  1.6802  3.2956  -0.26
O  -1.3529  0.3448  3.0821  -0.56
H  -1.3490  2.2892  2.3781  0.16
H  -2.1098  1.9812  3.9792  0.19
H  -0.3158  1.9712  3.8319  0.15
O  1.5325  -0.9685  1.1240  -0.90
C  0.1923  -1.2512  1.1378  -0.01
C  -0.4049  -1.3499  -0.2550  -0.12
O  0.1041  -0.2405  -1.0029  -0.65
C  0.1211  -0.3367  -2.4286  -0.10
C  1.1460  0.6879  -2.9175  -0.08
O  2.3455  0.5845  -2.2184  -0.98
Zn  1.9869  0.0362  -0.4483  1.62
H  -0.5601  -0.3875  2.0538  0.27
H  -0.0453  -2.1478  1.7370  0.19
H  -1.5043  -1.3273  -0.2315  0.20
H  -0.0832  -2.2786  -0.7601  0.18
H  -0.8843  -0.1481  -2.8361  0.19
H  0.4389  -1.3565  -2.7071  0.17
H  0.6998  1.6988  -2.8105  0.15
H  1.2820  0.5187  -4.0035  0.17

---

We obtain max |F| values of 5.43, 4.37, 2.22 eV Å⁻¹ for the records listed above, in that order.